# 1
{"formula": "C58H60F2N5OP2PbSSi", "method": "ωB97M-V/def2-TZVPD", "species": ["Pb", "C", "C", "N", "N", "C", "O", "C", "C", "C", "C", "C", "C", "C", "C", "C", "C", "C", "N", "H", "H", "H", "H", "H", "H", "H", "H", "H", "H", "H", "H", "C", "Si", "C", "C", "N", "C", "C", "C", "C", "C", "C", "F", "H", "H", "H", "H", "H", "H", "H", "H", "H", "H", "H", "H", "H", "C", "S", "C", "C", "C", "N", "P", "C", "C", "C", "C", "C", "C", "C", "C", "C", "C", "C", "C", "P", "C", "C", "C", "C", "C", "C", "C", "C", "C", "C", "C", "C", "H", "H", "H", "H", "H", "H", "H", "H", "H", "H", "H", "H", "H", "H", "H", "H", "H", "H", "H", "H", "H", "H", "H", "H", "H", "H", "H", "H", "H", "F", "C", "C", "C", "C", "C", "C", "C", "H", "H", "H", "H", "H", "H"], "coordinates": [[-1.0728, 0.5291, 0.5317], [-3.4144, 1.9796, 4.4132], [-2.7699, 1.1896, 3.3195], [-1.8014, 1.6217, 2.6012], [-1.2835, 2.8613, 2.8324], [-0.1905, 3.0198, 2.0902], [0.3357, 2.1494, 1.3193], [0.5064, 4.3354, 2.1885], [1.6698, 4.5224, 1.4487], [2.3389, 5.7367, 1.4962], [1.8444, 6.7689, 2.2833], [0.6828, 6.5839, 3.0236], [0.0130, 5.3705, 2.9775], [-3.2312, -0.2020, 3.0454], [-4.2807, -0.7651, 3.7579], [-4.6469, -2.0757, 3.5000], [-3.9647, -2.7967, 2.5340], [-2.9404, -2.1578, 1.8579], [-2.5803, -0.9012, 2.1087], [-2.9895, 2.9773, 4.4356], [-4.4925, 2.0523, 4.2528], [-3.2555, 1.5066, 5.3851], [2.0376, 3.7035, 0.8442], [3.2467, 5.8791, 0.9235], [2.3627, 7.7186, 2.3189], [0.3002, 7.3872, 3.6395], [-0.8905, 5.2121, 3.5504], [-4.8039, -0.1854, 4.5044], [-5.4610, -2.5292, 4.0503], [-4.2138, -3.8243, 2.3096], [-2.3900, -2.6656, 1.0722], [-5.0405, 1.3410, -3.0040], [-4.3882, 1.9394, -1.3768], [-4.6607, 0.5964, -0.1190], [-5.2837, 3.4365, -0.7519], [-2.6313, 2.2460, -1.4271], [-2.0706, 3.1995, -2.1444], [-2.7237, 4.0834, -3.0816], [-2.0492, 5.0896, -3.7132], [-0.6777, 5.2902, -3.4651], [0.0176, 4.4492, -2.6030], [-0.6607, 3.4272, -1.9931], [0.0040, 2.5966, -1.1680], [-6.0285, 0.9031, -2.8384], [-4.3955, 0.5626, -3.4228], [-5.1488, 2.1265, -3.7541], [-5.7039, 0.2748, -0.1813], [-4.4891, 0.9654, 0.8984], [-4.0374, -0.2904, -0.2744], [-6.3224, 3.1726, -0.5365], [-5.2873, 4.2752, -1.4492], [-4.8256, 3.7862, 0.1783], [-3.7740, 3.9369, -3.2853], [-2.5722, 5.7379, -4.4027], [-0.1551, 6.1018, -3.9531], [1.0732, 4.5708, -2.4005], [6.9342, -1.7645, 0.9751], [6.0668, -3.2028, 1.6326], [5.1321, -3.7380, 0.1644], [3.6723, -3.2943, 0.1577], [3.5665, -1.7716, 0.1895], [2.1840, -1.2299, 0.1633], [1.3125, -0.9909, 1.6025], [2.2213, 0.1957, 2.6365], [1.6688, 0.4650, 3.8904], [2.2095, 1.4506, 4.6996], [3.3132, 2.1778, 4.2665], [3.8677, 1.9136, 3.0244], [3.3178, 0.9308, 2.2094], [1.4878, -2.5394, 2.5335], [2.5235, -2.7837, 3.4333], [2.6523, -4.0359, 4.0192], [1.7473, -5.0467, 3.7205], [0.7070, -4.8087, 2.8316], [0.5809, -3.5588, 2.2454], [1.2901, -1.0075, -1.2847], [1.6141, -2.4994, -2.2717], [0.7012, -3.5463, -2.1360], [0.8820, -4.7396, -2.8206], [1.9772, -4.8899, -3.6606], [2.8838, -3.8479, -3.8159], [2.7005, -2.6555, -3.1298], [2.1826, 0.2738, -2.2342], [3.1477, 1.1086, -1.6887], [3.7273, 2.1190, -2.4522], [3.3363, 2.3065, -3.7672], [2.3536, 1.4887, -4.3192], [1.7812, 0.4838, -3.5575], [7.6145, -1.4217, 1.7529], [6.2511, -0.9519, 0.7252], [7.5195, -2.0379, 0.0986], [5.1891, -4.8254, 0.1472], [5.6563, -3.3702, -0.7207], [3.1645, -3.7295, 1.0183], [3.1865, -3.6845, -0.7372], [4.1096, -1.3539, -0.6633], [4.0557, -1.4092, 1.0947], [0.7998, -0.0895, 4.2318], [1.7670, 1.6595, 5.6649], [3.7362, 2.9489, 4.8969], [4.7239, 2.4807, 2.6817], [3.7450, 0.7488, 1.2341], [3.2455, -2.0100, 3.6634], [3.4686, -4.2233, 4.7046], [1.8527, -6.0208, 4.1802], [-0.0001, -5.5941, 2.5974], [-0.2203, -3.3782, 1.5369], [-0.1608, -3.4233, -1.4880], [0.1668, -5.5440, -2.7078], [2.1200, -5.8155, -4.2031], [3.7355, -3.9646, -4.4736], [3.4140, -1.8502, -3.2575], [3.4503, 0.9776, -0.6599], [4.4942, 2.7483, -2.0188], [3.7932, 3.0851, -4.3645], [2.0374, 1.6357, -5.3439], [1.0324, -0.1632, -4.0044], [-5.3379, -5.4504, -4.6399], [-4.6151, -4.4517, -4.1087], [-3.6936, -3.7975, -4.9079], [-2.9473, -2.7767, -4.3573], [-3.1067, -2.3958, -3.0049], [-2.3251, -1.3734, -2.4353], [-4.0698, -3.0928, -2.2381], [-4.8210, -4.1138, -2.7824], [-3.5779, -4.0967, -5.9409], [-2.2171, -2.2556, -4.9648], [-2.4348, -1.1228, -1.3893], [-1.5938, -0.8225, -3.0116], [-4.2217, -2.8063, -1.2027], [-5.5629, -4.6501, -2.2061]], "atomic_forces_ev_per_a": [[0.079, 0.088, -0.059], [0.003, 0.037, 0.015], [-0.136, -0.177, 0.089], [-0.131, -0.079, 0.073], [0.234, -0.237, -0.447], [0.201, 0.307, 0.318], [-0.221, -0.076, 0.123], [-0.084, -0.122, -0.065], [0.084, 0.063, -0.019], [-0.062, -0.033, 0.040], [-0.008, -0.017, -0.009], [-0.002, -0.045, -0.001], [0.024, 0.023, 0.039], [0.134, 0.193, 0.088], [-0.130, -0.054, 0.066], [-0.063, -0.011, 0.040], [0.022, -0.001, -0.009], [-0.045, 0.170, -0.014], [0.074, -0.196, 0.036], [0.001, 0.011, 0.006], [0.020, 0.001, -0.003], [0.000, -0.019, -0.022], [0.003, 0.014, -0.010], [-0.007, 0.000, -0.003], [0.000, -0.007, 0.011], [-0.002, 0.001, -0.009], [0.012, 0.015, -0.015], [0.003, -0.035, -0.003], [0.011, 0.002, -0.001], [-0.005, 0.012, -0.006], [0.019, -0.012, 0.003], [-0.017, -0.075, -0.311], [0.458, -0.084, 0.055], [0.072, -0.177, 0.210], [-0.030, 0.288, 0.100], [-0.548, 0.082, -0.015], [0.166, 0.029, -0.059], [0.047, -0.214, 0.195], [0.287, 0.031, 0.071], [-0.163, 0.014, -0.076], [0.073, -0.155, 0.074], [0.009, -0.098, 0.124], [-0.101, 0.354, -0.555], [0.004, -0.003, -0.056], [-0.052, 0.015, 0.040], [0.003, -0.012, 0.018], [0.005, -0.017, 0.060], [-0.015, -0.037, -0.080], [-0.124, 0.115, -0.018], [0.006, 0.032, 0.003], [-0.018, -0.016, -0.010], [-0.049, -0.017, -0.022], [-0.066, -0.035, 0.053], [0.024, 0.016, -0.003], [-0.006, -0.010, -0.001], [0.009, 0.027, -0.039], [-0.018, 0.047, 0.018], [0.009, -0.060, -0.038], [-0.038, 0.058, 0.070], [0.043, 0.014, -0.017], [-0.207, -0.048, -0.046], [0.287, -0.086, 0.004], [-0.037, 0.189, 0.039], [-0.035, -0.048, 0.006], [0.015, 0.032, -0.012], [0.029, 0.008, -0.045], [-0.020, -0.040, -0.005], [-0.041, -0.012, -0.016], [0.026, 0.051, 0.050], [-0.069, -0.084, 0.046], [-0.019, -0.036, 0.016], [-0.027, 0.020, -0.009], [0.033, 0.034, -0.005], [0.026, 0.051, -0.007], [-0.017, -0.046, -0.011], [-0.004, 0.194, 0.144], [-0.113, -0.072, -0.129], [0.009, 0.001, 0.020], [0.047, 0.048, 0.003], [0.001, 0.019, 0.011], [-0.021, 0.023, 0.025], [0.041, -0.057, -0.020], [0.029, -0.100, -0.066], [0.036, 0.079, -0.016], [-0.040, -0.103, 0.061], [-0.076, -0.007, -0.056], [0.012, 0.044, 0.069], [0.038, -0.028, -0.007], [-0.006, 0.001, -0.003], [0.037, -0.009, -0.001], [0.005, 0.002, -0.002], [-0.017, -0.010, -0.028], [0.036, -0.023, 0.005], [-0.019, 0.036, 0.001], [0.034, -0.050, 0.023], [0.006, 0.042, -0.028], [0.013, -0.005, 0.019], [0.005, -0.006, -0.009], [0.002, -0.008, -0.002], [-0.012, 0.005, -0.007], [-0.003, -0.010, -0.002], [0.027, -0.002, 0.025], [-0.023, 0.012, -0.014], [-0.005, -0.002, -0.003], [0.008, 0.009, 0.000], [0.006, 0.004, -0.002], [0.000, 0.018, -0.002], [-0.003, 0.016, -0.022], [0.002, 0.006, -0.001], [0.005, 0.002, 0.007], [-0.006, 0.000, -0.003], [-0.016, 0.020, -0.006], [-0.011, 0.012, -0.016], [-0.013, 0.009, 0.017], [-0.010, -0.007, -0.001], [0.011, -0.010, 0.001], [-0.009, 0.029, 0.017], [-0.007, 0.005, 0.001], [-0.071, -0.094, -0.053], [0.115, 0.118, -0.032], [0.003, -0.051, -0.127], [0.182, 0.156, 0.116], [-0.074, -0.128, -0.080], [-0.103, -0.065, 0.061], [0.030, 0.087, 0.136], [0.009, 0.004, 0.012], [-0.012, -0.015, -0.001], [-0.017, -0.023, -0.068], [-0.012, -0.020, 0.001], [-0.006, -0.017, -0.012], [0.013, 0.008, 0.000]], "charge": 1, "homo_lumo_gap_ev": [7.606, 5.519], "total_energy_ev": -118587.6019, "homo_ev": [-10.209, -9.334]}


# 2
{"formula": "C28H28HgN3O4PS", "method": "ωB97M-V/def2-TZVPD", "species": ["Hg", "O", "C", "N", "C", "C", "C", "C", "C", "C", "N", "C", "C", "C", "C", "C", "N", "H", "H", "H", "H", "H", "H", "H", "H", "H", "H", "O", "C", "O", "C", "P", "C", "C", "C", "C", "C", "C", "C", "C", "C", "C", "C", "C", "H", "H", "H", "H", "H", "H", "H", "H", "H", "H", "H", "H", "C", "S", "C", "O", "H", "H", "H", "H", "H", "H"], "coordinates": [[0.7482, -0.1028, -0.3096], [3.0327, 3.4039, 0.4124], [2.1479, 2.5933, 0.0770], [1.4565, 1.7178, 0.8561], [0.9655, 2.1564, 2.1348], [-0.5659, 2.4055, 2.0170], [-1.0737, 3.3624, 1.1002], [-2.4476, 3.5471, 1.1198], [-3.2521, 2.8174, 2.0048], [-2.6245, 1.7868, 2.7023], [-1.3469, 1.5994, 2.7319], [2.1258, 2.3828, -1.3967], [3.0143, 3.1490, -2.2440], [3.2551, 2.7062, -3.5380], [2.4090, 1.7014, -4.0852], [1.4335, 1.2002, -3.2637], [1.3617, 1.4535, -1.9099], [1.5675, 3.0088, 2.4574], [0.9391, 1.3141, 2.8611], [-0.4643, 3.9308, 0.4879], [-2.9313, 4.3473, 0.4935], [-4.3302, 2.9333, 2.0936], [-3.1602, 1.1978, 3.4348], [3.6306, 3.8990, -1.7373], [4.0906, 3.0145, -4.1058], [2.5587, 1.2276, -5.0061], [0.7304, 0.4724, -3.7455], [-3.3261, -0.9459, 0.7816], [-2.3092, -1.0756, 0.1099], [-1.6877, -0.1259, -0.4440], [-1.6001, -2.5051, -0.0154], [0.1748, -2.3552, 0.4157], [0.4525, -2.4748, 2.1726], [1.7155, -2.7555, 2.6483], [1.9069, -3.0800, 3.9945], [0.8276, -3.1591, 4.8381], [-0.3975, -2.7244, 4.4138], [-0.5326, -2.3078, 3.0996], [1.4478, -3.4300, -0.3119], [1.4707, -4.7966, -0.0905], [2.6443, -5.5430, -0.3775], [3.8029, -4.9744, -0.8571], [3.8361, -3.5684, -1.0495], [2.6983, -2.8419, -0.8153], [-1.6827, -2.9416, -1.0218], [-2.0547, -3.2345, 0.6470], [2.5481, -2.8928, 1.9191], [2.8934, -3.3104, 4.3995], [1.0842, -3.6129, 5.7549], [-1.3072, -2.8910, 4.9877], [-1.5352, -2.0620, 2.7799], [0.5938, -5.2526, 0.3341], [2.5163, -6.5999, -0.4133], [4.7215, -5.4773, -1.0974], [4.7332, -3.1276, -1.4384], [2.7563, -1.8004, -1.1148], [-4.1907, 4.2531, -3.1139], [-2.9676, 2.9126, -3.1723], [-3.9986, 1.5594, -2.5131], [-2.7538, 2.5064, -4.5906], [-4.9961, 3.9863, -3.8088], [-3.6337, 5.0876, -3.4390], [-4.5404, 4.5517, -2.1261], [-3.7447, 1.3193, -1.4614], [-3.7814, 0.6848, -3.1350], [-5.0547, 1.7795, -2.5321]], "atomic_forces_ev_per_a": [[0.061, 0.080, 0.181], [-0.901, 0.603, 0.911], [1.314, -1.010, 1.307], [-0.091, 1.070, -1.970], [-1.028, -1.032, 0.208], [1.002, 0.704, -1.153], [-1.494, -1.781, 2.250], [-1.055, 1.051, -0.208], [0.441, -0.615, -0.579], [-2.008, 0.960, 0.720], [2.323, 0.150, -0.042], [0.812, 1.110, -1.859], [0.231, -1.077, 0.780], [-1.316, -0.858, 0.670], [0.157, 0.989, 2.418], [-0.418, -0.846, 0.060], [-0.912, -0.314, -2.305], [-0.315, 0.078, 0.373], [0.748, 0.580, -0.206], [1.263, 0.927, -1.085], [0.621, -0.886, 0.558], [0.260, 0.147, -0.162], [-0.468, -0.295, -0.301], [-0.307, -0.307, -0.353], [0.685, 0.763, -0.462], [0.149, -0.133, -1.451], [0.481, 0.558, 1.140], [-0.516, -0.981, 0.148], [0.738, 0.588, 0.102], [-0.040, -0.068, -0.501], [-0.061, -0.065, 0.164], [0.296, 0.654, 0.005], [0.136, -0.504, -1.287], [2.313, -0.806, 0.042], [0.630, 0.380, -1.254], [0.889, -0.041, 0.189], [-0.866, -0.225, -0.429], [-2.305, -0.276, 0.898], [2.332, 0.459, -0.260], [1.001, 0.439, -0.331], [-0.911, 0.086, -0.621], [-0.216, 1.639, 0.197], [-0.785, -1.539, 0.331], [-1.588, -0.090, -0.021], [0.117, 0.488, 0.104], [-0.206, 0.014, 0.255], [-0.583, 0.307, 0.821], [-0.162, -0.071, -0.390], [-0.521, -0.189, 1.347], [0.253, 0.444, 0.156], [-0.147, 0.220, -0.150], [-0.130, -0.387, 0.042], [0.259, -0.796, 0.490], [-0.061, -0.750, 0.013], [0.206, 0.389, -0.052], [-0.441, 0.166, 0.435], [-0.354, -0.801, -0.181], [-0.068, -1.059, 0.801], [0.316, -0.215, 0.927], [-0.188, 0.625, -0.242], [0.075, 0.252, 0.226], [0.490, 1.073, -0.860], [-0.071, -0.674, 0.184], [0.224, 0.165, -0.519], [0.077, 0.300, 0.111], [-0.362, 0.237, -0.330]], "charge": -1, "homo_lumo_gap_ev": [3.576, 7.696], "spin_multiplicity": 2, "total_energy_ev": -66447.5056, "homo_ev": [-1.038, -5.160]}